The molecule C22H24F7N3O2S, computed with ωB97M-V with the def2-TZVPD basis set.

Calculated values
SMILES = C#CCc1c([C@H](C)CC)cc2nc(S(=O)(=O)C(F)(F)C(F)(F)C(F)(F)F)cnc2c1NCCCC
electronic energy = -61623.577 eV
HOMO level = -9.337 eV

Each line ends with the Mulliken charge.
Geometry (Å):
C  -2.102  -1.736  -3.648  -0.15
C  -2.065  -2.061  -2.496  -0.57
C  -2.032  -2.475  -1.100  -0.49
C  -1.052  -1.629  -0.310  0.33
C  0.332  -2.005  -0.207  0.38
C  0.935  -3.262  -0.801  0.14
C  0.876  -3.346  -2.335  -1.62
C  0.392  -4.557  -0.122  -0.64
C  1.513  -5.576  0.082  -1.39
C  1.170  -1.205  0.512  -0.90
C  0.720  -0.042  1.156  -0.87
N  1.600  0.716  1.859  -0.38
C  1.097  1.765  2.431  0.10
S  2.201  2.782  3.405  1.27
O  2.409  2.154  4.672  -0.64
O  1.746  4.136  3.351  -0.65
C  3.813  2.624  2.454  0.63
F  4.281  1.394  2.666  -0.25
F  3.552  2.809  1.156  -0.29
C  4.896  3.629  2.927  0.60
F  4.368  4.837  3.148  -0.25
F  5.446  3.184  4.059  -0.27
C  6.028  3.799  1.864  0.65
F  6.350  2.628  1.322  -0.25
F  5.638  4.626  0.906  -0.25
F  7.104  4.304  2.451  -0.25
C  -0.257  2.129  2.367  -0.53
N  -1.126  1.418  1.703  -0.42
C  -0.632  0.319  1.070  0.73
C  -1.515  -0.500  0.312  -0.04
N  -2.889  -0.131  0.224  -0.17
C  -3.170  1.078  -0.576  -0.34
C  -3.931  0.800  -1.874  -0.53
C  -4.982  1.865  -2.178  -0.73
C  -4.371  3.190  -2.667  -1.12
H  -1.960  -1.255  -4.582  0.45
H  -3.014  -2.318  -0.664  0.56
H  -1.777  -3.525  -1.023  0.14
H  1.987  -3.222  -0.530  0.77
H  0.805  -2.373  -2.805  0.34
H  1.758  -3.872  -2.691  0.42
H  0.014  -3.930  -2.646  0.32
H  -0.391  -4.972  -0.752  0.34
H  -0.038  -4.263  0.832  0.47
H  2.265  -5.499  -0.698  0.33
H  1.110  -6.584  0.130  0.40
H  2.012  -5.389  1.030  0.34
H  2.216  -1.453  0.609  0.51
H  -0.594  3.017  2.883  0.53
H  -3.268  -0.033  1.155  0.34
H  -3.743  1.775  0.031  0.52
H  -2.225  1.558  -0.823  0.12
H  -4.401  -0.180  -1.863  0.32
H  -3.238  0.788  -2.713  0.22
H  -5.591  2.050  -1.294  0.40
H  -5.641  1.497  -2.962  0.37
H  -3.465  2.973  -3.231  0.30
H  -4.115  3.841  -1.836  0.27
H  -5.046  3.706  -3.341  0.38